Density functional theory data (wB97M-V/def2-TZVPD) for the ion C5H12N2O with charge +1 in a non-equilibrium geometry.

Geometry as ORCA input:
```
! wB97M-V def2-TZVPD RIJCOSX def2/J DEFGRID3
* xyz 1 2
C 0.2512 2.5153 -0.5621
O 0.1014 3.1686 -1.8472
C 0.6844 1.0247 -0.8114
C 0.9773 0.3380 0.4906
C -0.3730 -0.2833 1.0856
N -1.0305 -3.7157 0.6274
C -1.1441 -2.4073 0.3701
N -0.2399 -1.6916 1.0103
H -0.7848 2.6663 -0.3091
H 1.2081 2.8861 -0.1363
H 0.9366 3.5578 -2.1183
H 0.1629 0.5387 -1.6558
H 1.6803 1.1051 -1.3448
H 1.6065 -0.5285 0.3451
H 1.5520 0.9282 1.1918
H -1.1557 0.2707 0.4677
H -0.5163 -0.0008 2.1498
H -0.1992 -4.0970 1.0595
H -1.7391 -4.2975 0.1792
H -1.9783 -1.9781 -0.1922
*
```

**Orbital gap (alpha / beta)**: 8.9 / 5.0 eV
**Relative energy (zero: lowest compared OMol25 entry of this formula, charge and spin)**: 49.68 kcal per mole
**Highest occupied orbital energy (alpha / beta)**: -12.96 / -12.95 eV

Mulliken atomic charge list, values in e, 5 entries: -0.460, -0.539, -0.703, -0.568, -0.426

=====

Density functional theory data (wB97M-V/def2-TZVPD) for the molecule C2HCl3S in a non-equilibrium geometry.

Geometry as ORCA input:
```
! wB97M-V def2-TZVPD RIJCOSX def2/J DEFGRID3
* xyz 0 1
C 0.2886 -1.1478 -0.3569
C -0.3516 1.0840 -0.1658
S -0.5603 -0.0832 -1.4805
Cl -0.4589 -2.0831 0.8322
Cl -1.3019 0.9293 1.2326
Cl 0.9877 2.1360 0.0167
H 1.3964 -0.8351 -0.0782
*
```

**Orbital gap (alpha / beta)**: 7.9 / 8.0 eV
**Relative energy (zero: lowest compared OMol25 entry of this formula, charge and spin)**: 50.74 kcal per mole
**Highest occupied orbital energy (alpha / beta)**: -8.44 / -8.58 eV

Mulliken atomic charge list, values in e, 5 entries: -0.234, 0.199, 0.002, -0.073, -0.099

=====

Density functional theory data (wB97M-V/def2-TZVPD) for a structure of composition C4H6NO in a non-equilibrium geometry.

Geometry as ORCA input:
```
! wB97M-V def2-TZVPD RIJCOSX def2/J DEFGRID3
* xyz 1 1
C -0.6242 0.7745 -0.3005
C 0.4911 -0.2346 0.0123
C -1.3928 -0.4185 -0.6518
C 1.8938 -0.4181 -0.0169
N -1.8535 0.3985 0.4179
O -0.3271 -1.2841 -0.0148
H -0.5586 1.8363 -0.5181
H 2.5654 0.4001 -0.3597
H 2.1106 -0.9832 -0.9873
H 2.2293 -1.0881 0.8516
H -1.8467 0.0641 1.4196
H -2.6874 0.9531 0.1475
*
```

**Orbital gap (alpha / beta)**: 8.6 / 8.6 eV
**Relative energy (zero: lowest compared OMol25 entry of this formula, charge and spin)**: 110.71 kcal per mole
**Highest occupied orbital energy (alpha / beta)**: -14.18 / -14.18 eV

Mulliken atomic charge list, values in e, 5 entries: 0.220, 0.572, -0.639, -1.007, -0.067

=====

Density functional theory data (wB97M-V/def2-TZVPD) for the molecule C13H19ClN2O in a non-equilibrium geometry.

Geometry as ORCA input:
```
! wB97M-V def2-TZVPD RIJCOSX def2/J DEFGRID3
* xyz 0 1
C -0.5105 -2.6797 0.6448
C -0.3830 -1.7871 1.8842
C -1.6003 -0.9971 2.2934
C -1.8765 0.1861 1.1799
C -0.6190 1.4135 1.1286
C -1.1815 2.4089 0.4043
C -2.3398 3.2167 1.2361
C 0.4451 0.8718 0.4300
O 1.5398 1.0389 0.9957
N 0.3960 0.4655 -0.7463
C 1.4479 -0.2965 -1.5338
C 2.9144 -0.0971 -1.2143
C 3.5650 -0.6777 -2.2410
C 3.1629 -1.2314 -3.2811
Cl 4.0947 -1.9297 -4.4530
C 1.7140 -0.9274 -3.7135
N 0.9314 -0.7070 -2.8312
H -1.4349 -3.1891 0.6169
H 0.3222 -3.3392 0.3545
H -0.6700 -2.2797 -0.2235
H 0.5341 -1.2373 1.5120
H -0.0766 -2.5269 2.6782
H -2.3090 -1.5404 2.3566
H -1.3106 -0.6028 3.1495
H -2.9013 0.7090 1.3270
H -1.8744 -0.2216 0.1441
H -0.4593 1.6390 2.1565
H -1.8230 2.3543 -0.6329
H -0.5964 3.0229 0.1490
H -1.7518 3.6417 2.1678
H -3.4383 2.5192 1.3283
H -2.7826 4.1769 0.6482
H -0.5321 0.3204 -1.2613
H 3.1361 0.4422 -0.2878
H 4.7995 -0.6658 -1.9228
H 1.4677 -1.4934 -4.4433
*
```

**Orbital gap**: 8.5 eV
**Relative energy (zero: lowest compared OMol25 entry of this formula, charge and spin)**: 272.44 kcal per mole
**SMILES string**: CCCC[C@H](CC)C(=O)Nc1ccc(Cl)cn1
**Highest occupied orbital energy**: -8.56 eV

Mulliken atomic charge list, values in e, 5 entries: -1.798, 0.360, -1.682, -0.603, 1.024

=====

Density functional theory data (wB97M-V/def2-TZVPD) for the molecule C5H8N2.

Geometry as ORCA input:
```
! wB97M-V def2-TZVPD RIJCOSX def2/J DEFGRID3
* xyz 0 1
C -1.0884 -2.5243 0.4184
C -1.1104 -1.2392 0.2009
C -1.0781 0.0651 0.0269
N -2.2190 0.9083 0.0088
C 0.2229 0.7733 -0.0554
N 1.3250 0.1586 -0.1496
C 2.5373 0.9417 -0.1709
H -1.0844 -2.9350 1.4268
H -1.0447 -3.2364 -0.4042
H -3.0796 0.3746 0.0276
H -2.2280 1.5167 -0.8035
H 0.1539 1.8740 -0.0146
H 3.1391 0.6496 -1.0381
H 2.3676 2.0304 -0.2008
H 3.1262 0.7027 0.7220
*
```

**Orbital gap**: 9.4 eV
**Relative energy (zero: lowest compared OMol25 entry of this formula, charge and spin)**: 55.86 kcal per mole
**SMILES string**: C=C=C(N)/C=N/C
**Highest occupied orbital energy**: -8.32 eV

Mulliken atomic charge list, values in e, 5 entries: -0.825, 0.178, 0.437, -0.588, -0.266

=====

Density functional theory data (wB97M-V/def2-TZVPD) for a structure of composition C38H61FN2O5W in a non-equilibrium geometry.

Geometry as ORCA input:
```
! wB97M-V def2-TZVPD RIJCOSX def2/J DEFGRID3
* xyz 2 1
W 1.2405 -0.4727 -1.2353
C 1.8715 -2.0142 -3.9485
N 0.7849 -1.9573 -2.9123
C 0.6268 -3.3436 -2.3841
C -0.4529 -1.5421 -3.6246
C -1.4945 -1.1802 -2.6060
N -0.9381 -0.1261 -1.7087
C -1.7839 -0.0939 -0.4539
C -1.8218 -1.3745 0.3225
C -3.0280 -1.8714 0.8044
C -3.0526 -3.0128 1.5972
C -1.8344 -3.6163 1.9181
C -0.5912 -3.1711 1.4781
C -0.6535 -2.0554 0.6378
O 0.4919 -1.5578 0.0294
C 0.7144 -3.7984 1.9656
C 0.4489 -5.0072 2.8631
C 1.4768 -2.7516 2.7935
C 1.5919 -4.2656 0.7992
C -4.3457 -3.6073 2.1451
C -4.4713 -5.0616 1.6706
C -4.2991 -3.5693 3.6794
C -5.5740 -2.8323 1.6728
C -1.1287 1.2040 -2.3942
C -0.6681 2.4000 -1.6167
C -1.2870 3.6189 -1.8857
C -0.9266 4.7686 -1.2037
C 0.0494 4.6578 -0.2093
C 0.6953 3.4753 0.1232
C 0.3179 2.3639 -0.6469
O 0.9354 1.1341 -0.4006
C 1.7485 3.4193 1.2279
C 3.1152 3.1674 0.5819
C 1.8305 4.7394 1.9995
C 1.4118 2.3317 2.2617
C -1.5616 6.1276 -1.4773
C -0.4628 7.1118 -1.9022
C -2.2383 6.6337 -0.1962
C -2.6094 6.0559 -2.5868
H 1.5028 -2.6222 -4.7758
H 2.7557 -2.4742 -3.5243
H 2.0985 -1.0120 -4.2988
H 0.3932 -4.0067 -3.2189
H -0.1663 -3.3976 -1.6416
H 1.5646 -3.6505 -1.9306
H -0.7914 -2.3612 -4.2632
H -0.1972 -0.7034 -4.2704
H -1.7651 -2.0378 -1.9910
H -2.4090 -0.8052 -3.0703
H -2.7970 0.1591 -0.7785
H -1.4252 0.7360 0.1553
H -3.9428 -1.3521 0.5547
H -1.8644 -4.4811 2.5625
H -0.1174 -4.7399 3.7548
H 1.4045 -5.4128 3.1952
H -0.0798 -5.8033 2.3385
H 0.8942 -2.4318 3.6579
H 1.7278 -1.8711 2.2006
H 2.4099 -3.1842 3.1590
H 1.0589 -4.9615 0.1490
H 2.4665 -4.7884 1.1898
H 1.9551 -3.4286 0.2039
H -3.6454 -5.6803 2.0208
H -4.5062 -5.1234 0.5819
H -5.3918 -5.4959 2.0601
H -3.4817 -4.1708 4.0767
H -5.2281 -3.9709 4.0836
H -4.1828 -2.5498 4.0494
H -5.6607 -2.8269 0.5846
H -5.5713 -1.8009 2.0294
H -6.4726 -3.3061 2.0658
H -2.2044 1.2963 -2.5644
H -0.6393 1.1514 -3.3648
H -2.0622 3.6524 -2.6385
H 0.3061 5.5486 0.3417
H 3.4190 4.0178 -0.0285
H 3.1088 2.2830 -0.0536
H 3.8764 3.0257 1.3528
H 2.1446 5.5715 1.3705
H 2.5759 4.6388 2.7887
H 0.8816 4.9955 2.4714
H 1.4055 1.3242 1.8481
H 0.4350 2.5085 2.7142
H 2.1505 2.3626 3.0651
H 0.2874 7.2473 -1.1234
H -0.9031 8.0877 -2.1065
H 0.0440 6.7737 -2.8071
H -1.5283 6.7646 0.6203
H -3.0181 5.9475 0.1378
H -2.7011 7.6025 -0.3842
H -2.1819 5.7210 -3.5335
H -3.0260 7.0484 -2.7538
H -3.4396 5.3976 -2.3245
C 4.8410 -1.8930 0.7519
C 4.4555 -0.5803 0.0893
C 5.5073 0.4977 0.2639
O 3.1522 -0.1436 0.5540
C 4.1186 -0.7624 -1.3825
O 4.6348 -0.3924 -2.3685
O 2.8517 -1.4571 -1.4368
H 4.9891 -1.7166 1.8181
H 5.7788 -2.2717 0.3479
H 4.0632 -2.6431 0.6265
H 5.6178 0.7292 1.3241
H 5.2616 1.4073 -0.2790
H 6.4675 0.1307 -0.0957
H 3.1846 0.1927 1.4570
F 1.4814 0.5647 -2.7868
*
```

**Orbital gap**: 6.4 eV
**Relative energy (zero: lowest compared OMol25 entry of this formula, charge and spin)**: 0.69 kcal per mole
**Highest occupied orbital energy**: -13.85 eV

Mulliken atomic charge list, values in e, 5 entries: 1.607, -1.085, -0.059, -0.948, -1.106